# 1
Entry from the OMol25 dataset: a structure of composition C37H49BN10OS4Tl at a distorted geometry (the ωB97M-V functional and the def2-TZVPD basis).

Values from the calculation:
* charge: -1
* Kohn-Sham gap: 5.55 eV
* HOMO level: -4.12 eV
* max |F|: 0.0245 Eh/bohr
* molecular weight: 993.3 g mol⁻¹
* spin multiplicity: 1

Last column: Mulliken charge in e.
Positions of all 103 atoms, in Å:
C1 2.867674 5.628941 -0.129325  -0.6720
N1 1.476322 7.160214 -2.253757  -0.7237
H1 -3.725395 -4.847108 1.118389  0.5204
C2 1.961100 -1.191249 -5.736102  -1.8367
H2 -1.495668 3.886285 -4.353348  0.5026
H3 -5.767036 -4.105483 1.291650  0.4810
C3 -1.020827 3.302630 -3.575451  -1.2013
C4 -4.689757 -2.256117 1.720078  1.2922
C5 -5.497134 -3.483012 2.146716  -2.2163
C6 -2.371412 -1.911568 0.664493  -0.0934
O1 -0.337150 2.583791 3.013866  -0.8462
H4 0.219468 -1.260588 0.071382  -0.7116
S1 0.511160 7.581081 -3.489160  0.0733
C7 3.395748 -2.306643 3.770037  -1.9887
H5 -1.832098 5.544343 3.437274  0.3830
N2 0.089983 -2.321484 -1.848271  0.4549
C8 -1.240050 1.955898 -3.440120  -0.5645
H6 -1.654710 2.231181 5.249188  0.3343
Tl1 0.539106 0.911774 1.611054  0.9473
C9 1.872425 5.109627 -0.958475  0.7446
S2 -2.334713 -0.218286 0.641306  -0.3076
H7 -1.793455 -3.139678 -2.479854  0.6302
S3 2.540974 -1.179585 -1.829705  -0.4416
C10 -0.654686 -1.916269 -3.893413  -0.4440
H8 -3.927276 -0.484887 2.721731  0.0762
C11 -1.463591 3.277250 5.004832  -1.7301
C12 1.484450 3.761334 -0.793042  -0.1849
H9 4.858131 -2.235557 1.348766  0.3476
H10 2.894745 0.491851 -3.903181  0.4571
S4 0.372094 -2.595568 2.827698  -0.4272
C13 1.424316 -3.137708 1.630266  0.0770
H11 3.160353 6.664250 -0.245399  0.5083
H12 4.731392 -4.656339 4.270350  0.4254
C14 3.008482 3.494208 0.899884  -0.3735
C15 -3.080489 -4.024911 0.875964  -0.1826
H13 3.140733 -1.391652 3.235915  0.3553
H14 -4.941302 -4.084936 2.867168  0.4672
N3 -3.412210 -2.698949 1.113957  0.5367
H15 2.788420 -1.638073 -5.184129  0.3210
H16 -2.615173 2.991033 1.764337  0.2137
H17 4.259553 -2.115327 4.410188  0.5069
B1 -0.015314 -2.361859 -0.295681  0.0531
H18 -1.221966 -1.871983 -4.803401  0.4977
H19 4.239108 5.172198 1.453330  0.4016
H20 -1.919489 1.423423 -4.091498  0.7265
H21 4.012733 -4.639427 0.340887  0.4548
C16 3.746575 -3.420417 2.785645  1.5262
C17 1.906763 0.809111 -4.208269  -1.8715
C18 -0.096074 0.255877 -5.539698  -1.6255
H22 -3.797622 -1.966955 3.670744  0.3636
H23 5.528890 -3.859106 1.579686  0.4130
C19 1.229953 5.892886 -1.982315  0.8164
H24 -4.945511 -0.602138 0.352026  0.2577
H25 1.410105 1.220054 -3.329871  0.3998
H26 -3.490584 3.698572 3.151024  0.4212
C20 -1.339729 3.394075 3.470275  1.7400
H27 4.179188 -5.546880 2.838712  0.3499
C21 3.453979 4.811008 0.803653  -0.7509
H28 2.360853 -0.561560 -6.532846  0.4309
C22 1.096002 -0.355841 -4.788276  1.4699
C23 -1.870590 -4.041175 0.293616  -1.4430
H29 -5.705271 -2.112421 -0.188948  0.3663
C24 0.496679 3.156974 -1.698656  -0.6485
H30 3.459171 2.808753 1.610264  0.4517
C25 -5.500624 -1.477675 0.676456  -1.5629
H31 -2.269767 3.902662 5.400983  0.3623
C26 0.245250 5.311180 -2.838051  1.0023
H32 1.952582 -4.254466 -1.368623  0.6525
C27 -2.700626 3.001697 2.853210  -1.2277
C28 5.053019 -3.017154 2.084036  -1.7148
C29 -0.939329 -2.537236 -2.737120  -1.1372
H33 -6.416734 -3.141226 2.618807  0.4508
N4 2.049957 2.990888 0.151425  -0.2437
C30 -0.115868 3.925081 -2.710773  0.7844
C31 -1.043586 4.864764 3.096739  -1.5592
C32 1.043146 -1.549269 -2.474155  -0.0536
N5 0.560218 -1.258952 -3.738420  0.4617
H34 -6.446528 -1.154447 1.114225  0.4761
H35 -0.575663 -0.462281 -6.206708  0.4551
H36 1.369393 -1.991431 -6.185957  0.3521
C33 -0.547710 1.267108 -2.440418  -0.4060
H37 2.546352 -2.576527 4.384116  0.4392
N6 -1.431212 -2.746947 0.156755  0.8109
N7 0.258758 1.849121 -1.574540  0.1729
H38 -0.830579 0.633335 -4.827861  0.0945
H39 -1.264076 -4.869462 -0.028574  0.5721
H40 0.254161 1.090641 -6.144890  0.4830
H41 3.005044 -5.004729 4.049854  0.3581
C34 3.058776 -4.179512 0.514804  -0.5662
H42 -0.519297 3.567714 5.469205  0.3817
H43 5.756117 -2.631374 2.821887  0.4576
H44 -0.661257 0.198681 -2.346767  0.5311
N8 2.709203 -3.621150 1.743851  0.5408
C35 2.039597 -3.982028 -0.332698  -0.9970
N9 -0.234102 6.158813 -3.729097  -0.7057
H45 -0.957685 4.937142 2.009732  0.2300
H46 -0.091505 5.165523 3.538713  0.3556
C36 -4.428595 -1.412521 2.974022  -1.3308
C37 3.929945 -4.743531 3.534783  -1.6614
N10 1.026503 -3.332172 0.334914  0.2184
H47 -5.379834 -1.182361 3.457349  0.4890
H48 -2.960017 1.992800 3.180083  0.0569
H49 1.996224 1.591419 -4.965453  0.4652

Atoms 1-6, force components in eV/Å:
C -0.1 0.1 -0.1
N -0.1 0.2 0.0
H 0.0 0.0 0.1
C -0.1 0.0 0.1
H -0.1 0.0 0.0
H 0.0 0.0 0.0

---

# 2
Entry from the OMol25 dataset: a structure of composition C37H49ClIrN6O2S2Si2 at a distorted geometry (the ωB97M-V functional and the def2-TZVPD basis).

Values from the calculation:
* charge: +1
* Kohn-Sham gap (alpha / beta): 5.89 / 6.33 eV
* HOMO level (alpha / beta): -8.91 / -10.52 eV
* max |F|: 0.0396 Eh/bohr
* molecular weight: 957.8 g mol⁻¹
* spin multiplicity: 5

Last column: Löwdin spin population.
Positions of all 100 atoms, in Å:
H1 -2.499122 -0.699037 3.657852  0.0007
O1 -2.033018 -0.622866 -2.977534  0.0010
Cl1 1.918571 6.176788 3.569676  0.0016
C1 -0.067063 -3.998984 -2.955084  0.0059
H2 -0.018172 -1.404810 1.907005  0.0002
C2 -1.879970 2.497513 0.423365  0.1130
C3 -2.328517 1.181907 -4.549230  0.0000
N1 1.730101 -2.712898 -1.909052  0.1520
H3 -3.101629 -0.815629 -0.870908  0.0000
H4 -3.311899 0.784417 -4.808252  0.0000
C4 0.311275 -3.629719 4.951022  0.0006
C5 0.185377 -5.288589 -3.410778  0.0013
C6 0.885711 -4.672434 4.240028  0.0003
C7 -1.901871 -6.040433 -2.490058  0.0011
C8 1.755770 -1.575820 -1.184729  0.1847
N2 0.831310 2.605544 2.306414  0.0795
H5 1.636883 -3.137267 -3.951267  0.0051
H6 -1.475588 -2.718667 -1.969395  0.0000
H7 1.323102 2.414748 -3.434490  0.0010
H8 2.173917 -4.739066 -1.939002  0.0002
C9 -2.172073 -4.748685 -2.060862  0.0002
H9 0.883236 4.509183 1.516537  0.0008
H10 3.577821 -3.669452 -1.700022  0.0036
C10 3.357429 -2.818252 2.016379  0.0133
H11 0.849953 6.307194 -0.479607  -0.0001
H12 0.553449 -5.688170 4.408070  0.0000
C11 -0.867536 -1.559377 1.244915  0.0058
H13 -0.524182 -7.304814 -3.541396  0.0000
C12 1.545005 2.337461 4.564259  0.0025
C13 1.886809 -4.417293 3.314540  0.0011
H14 1.091182 -5.500021 -3.968352  0.0002
C14 -3.184811 2.787460 0.869175  0.0371
C15 2.334150 -3.118413 3.096254  0.0087
H15 3.724897 3.529584 -1.621870  0.0014
C16 2.937319 3.516642 -0.867575  0.0226
C17 0.766712 -2.334560 4.756710  0.0005
H16 3.022294 -4.774593 0.416663  0.0007
H17 -1.621583 0.838174 -5.305643  0.0000
Ir1 0.725505 1.425052 0.098045  1.5501
N3 -2.269848 2.641350 -4.450081  0.0000
H18 2.233880 4.120142 5.563228  -0.0001
H19 -2.612983 -6.834758 -2.307427  0.0000
H20 -1.343357 5.409213 -1.320074  -0.0001
H21 -3.644923 0.521463 3.121161  0.0004
C18 1.030303 1.840754 3.379728  0.0054
H22 0.749220 0.799551 3.278416  0.0016
H23 -3.104254 -4.528299 -1.557587  0.0000
C19 1.779155 -2.083193 3.842880  0.0030
H24 1.719251 1.678090 5.402723  0.0005
Si1 1.291720 4.102332 -1.615610  0.0313
C20 -1.257570 -3.731815 -2.286235  0.0013
H25 2.068614 3.919841 -3.965079  0.0012
C21 -3.496634 -0.511578 0.097404  0.0085
S1 2.368612 -0.105419 1.011167  0.0826
C22 1.840032 3.689094 4.653643  -0.0010
H26 2.158237 -1.080246 3.709528  0.0009
H27 2.867384 2.486206 -0.504186  0.0112
C23 -1.183952 3.492124 -0.347430  0.1006
N4 0.090420 3.193188 -0.678624  0.2766
H28 -1.322094 2.278769 -2.809830  0.0002
H29 -1.995999 0.989607 3.518826  0.0000
C24 -3.133761 4.915133 -0.268964  0.0791
H30 0.332296 -1.515605 5.317006  0.0001
Si2 -2.072192 -0.116634 1.265817  0.0402
H31 -3.634616 5.837068 -0.530636  0.0031
O2 -1.345001 1.402299 -2.366666  0.0015
C25 2.524261 -3.835595 -1.449042  0.0124
H32 0.308603 3.778664 -3.916275  0.0000
C26 0.949179 -2.893483 -3.136166  0.0142
C27 -1.852088 4.681162 -0.703806  0.0398
C28 -2.602149 0.206821 3.058976  0.0085
H33 -3.125351 3.011161 -4.051777  0.0000
S2 1.192064 -0.120228 -1.907871  0.1743
H34 -4.146516 0.348271 -0.069326  0.0003
N5 -1.232605 1.331336 0.655958  0.3675
C29 -1.896598 0.546275 -3.223406  0.0004
C30 2.373817 -3.979293 0.051064  0.0161
C31 1.097657 3.904508 2.389318  0.0078
H35 1.336880 -4.234507 0.300497  0.0049
C32 2.297506 -1.576672 0.125033  0.2162
C33 1.594873 4.486068 3.545693  0.0024
H36 2.332279 -5.241941 2.770355  0.0002
H37 0.417760 6.380623 -2.188232  0.0000
H38 0.446507 -1.955683 -3.360339  0.0008
H39 3.271102 4.128946 -0.028446  0.0003
C34 1.140798 5.977564 -1.478090  0.0002
H40 -1.368803 -2.473076 1.573884  0.0000
H41 -4.797123 4.173700 0.884781  0.0037
H42 3.860861 -1.877915 2.231193  0.0006
H43 -0.477214 -3.827846 5.664604  0.0000
H44 -4.105591 -1.328685 0.487785  0.0010
N6 2.755628 -2.730781 0.684614  0.1818
C35 1.230678 3.502238 -3.404741  0.0103
H45 -3.708165 2.071510 1.485913  -0.0005
H46 2.104973 6.430955 -1.712333  0.0001
H47 -2.139033 3.069714 -5.356243  0.0000
C36 -0.728146 -6.306594 -3.177987  0.0004
C37 -3.795536 3.970661 0.531120  0.0871
H48 4.103053 -3.614646 1.973986  0.0025
H49 -0.496239 -1.733729 0.234403  0.0016

Atoms 1-6, force components in eV/Å:
H 0.0 0.0 0.0
O 0.0 0.1 0.0
Cl 0.0 0.0 0.0
C 0.1 0.0 0.0
H 0.1 0.0 0.0
C 0.0 0.1 -0.1

---

- The lowest max |F| belongs to which entry?
  C37H49BN10OS4Tl

---

- Which value of max |F| does entry 2 give?
  0.0396 Eh/bohr